This record from the Open Molecules 2025 dataset describes a cluster of 7 separate species, C21H26F6NO19S in total at a distorted geometry. The level of theory is the ωB97M-V functional and the def2-TZVPD basis.

Geometry as XYZ:
```
74
Properties=species:S:1:pos:R:3
N -0.26007 -1.52002 -0.72292
C 0.56288 -1.86695 0.49959
S 1.40399 -0.41509 1.33151
C 2.58168 0.49855 0.19838
C 2.51009 0.06465 -1.38076
O 1.51768 0.57766 -2.15289
H 0.14422 -2.12666 -1.49434
H -1.25550 -1.83566 -0.64599
H 1.35408 -2.72867 0.29776
H -0.18431 -2.32663 1.30950
H 2.24468 -0.98568 2.34019
H 3.70619 0.38422 0.58036
H 2.30889 1.65652 0.29782
H 3.33219 -0.64166 -1.86473
C 4.44521 1.57503 -4.09617
C 5.07581 0.75728 -5.17104
O 6.40995 1.21176 -5.19107
C 6.66502 1.61872 -3.91592
O 7.78354 1.81758 -3.47178
O 5.51410 1.76965 -3.19199
F 4.51641 1.02568 -6.37217
H 4.09229 2.54748 -4.45558
H 3.61269 1.05633 -3.61321
H 5.05715 -0.32162 -4.98359
C -3.20038 -4.22935 1.49003
C -4.66993 -4.33000 1.26202
O -4.92986 -3.30457 0.33046
C -3.77787 -3.17592 -0.38580
O -3.69698 -2.58968 -1.45240
O -2.72443 -3.79111 0.23330
F -5.35365 -4.05834 2.39621
H -2.93998 -3.48984 2.25469
H -2.75537 -5.18953 1.76467
H -4.99561 -5.29169 0.85141
C 0.36655 2.96201 -4.38042
C 0.14679 2.09021 -5.56928
O 0.59903 2.88033 -6.64542
C 1.56381 3.68311 -6.11494
O 2.37529 4.30758 -6.77781
O 1.51643 3.69735 -4.74781
F -1.16991 1.84101 -5.74778
H -0.46438 3.65281 -4.20226
H 0.54476 2.38516 -3.46890
H 0.70471 1.14808 -5.54428
C -7.42475 -1.66248 5.64629
C -6.46232 -2.40148 4.78068
O -6.06891 -3.49236 5.58198
C -7.13749 -3.74261 6.38957
O -7.28836 -4.77246 7.02558
O -8.02455 -2.70118 6.39414
F -5.37027 -1.64800 4.52118
H -6.93013 -0.96303 6.32858
H -8.17221 -1.11599 5.06487
H -6.89289 -2.76955 3.84331
C 10.51440 2.17534 -4.97627
C 11.14500 1.35759 -6.05114
O 12.47914 1.81207 -6.07116
C 12.73421 2.21903 -4.79602
O 13.85272 2.41789 -4.35188
O 11.58329 2.36996 -4.07209
F 10.58560 1.62599 -7.25227
H 10.16148 3.14779 -5.33568
H 9.68188 1.65664 -4.49331
H 11.12634 0.27869 -5.86369
C -7.88845 1.06107 9.46608
C -9.18842 1.77290 9.30780
O -9.04032 2.46196 8.08708
C -8.18077 1.70137 7.35267
O -8.02022 1.81873 6.14921
O -7.52537 0.78466 8.12828
F -9.36286 2.68304 10.29212
H -7.11733 1.68535 9.92981
H -7.98722 0.13831 10.04415
H -10.05907 1.11067 9.25351
```

Its charge is +1. For the orbital gap, the calculation gives 6.9 eV.



This record from the Open Molecules 2025 dataset describes a structure of composition C29H31N2O4SiZn. The level of theory is the ωB97M-V functional and the def2-TZVPD basis.

Geometry as XYZ:
```
68
Properties=species:S:1:pos:R:3
Zn -0.08274 1.41515 -2.15921
N 4.02779 2.74181 -1.42661
C 2.77921 2.58377 -1.95976
O 2.57154 1.70722 -2.78637
C 1.73723 3.56482 -1.47117
C 0.37683 3.39100 -2.15228
H 4.70579 2.02649 -1.62649
H 4.15678 3.29221 -0.59664
H 2.15173 4.57428 -1.59773
H 1.62664 3.37859 -0.39684
H 0.40707 3.82111 -3.15772
H -0.36460 3.96178 -1.58673
O -3.48634 -0.43785 -3.38694
C -2.36031 -0.05569 -3.07392
O -1.93978 1.13342 -2.95959
C -1.30483 -1.14591 -2.84488
C -1.72960 -2.48335 -2.69263
C -0.79585 -3.46490 -2.56904
C 0.57487 -3.12499 -2.64320
C 1.60583 -4.08542 -2.55299
C 2.91698 -3.70713 -2.62720
C 3.24980 -2.34976 -2.79935
C 2.27572 -1.39384 -2.88415
C 0.91325 -1.75628 -2.79286
N -0.04203 -0.78729 -2.85979
H -2.79448 -2.66415 -2.67361
H -1.07877 -4.50246 -2.43147
H 1.33256 -5.12666 -2.42437
H 3.70290 -4.44726 -2.54002
H 4.29183 -2.06022 -2.85999
H 2.51267 -0.34557 -3.00471
C 1.24896 -1.88516 0.79118
C 1.00447 -0.84701 1.88237
C 2.26806 0.00775 2.04213
C 0.75370 -1.59352 3.19653
Si -0.37066 0.32267 1.19289
O 0.09078 0.93136 -0.18788
C -2.07183 -0.51741 1.01919
C -2.90664 0.01349 0.03168
C -4.17684 -0.49002 -0.20520
C -4.65423 -1.54291 0.56279
C -3.85151 -2.08126 1.55800
C -2.57568 -1.57745 1.77512
C -0.68719 1.72735 2.44906
C -0.81644 1.54663 3.82691
C -1.09585 2.60623 4.67967
C -1.27066 3.88330 4.16509
C -1.14954 4.08934 2.79803
C -0.85613 3.02384 1.95832
H 2.07545 -2.55915 1.04949
H 1.49775 -1.37672 -0.13516
H 0.35315 -2.48960 0.61538
H 3.13949 -0.61990 2.26525
H 2.14342 0.73150 2.85291
H 2.46215 0.56178 1.11997
H 1.62206 -2.22246 3.43139
H -0.11404 -2.25016 3.12419
H 0.60612 -0.91571 4.03824
H -2.53756 0.82944 -0.57963
H -4.78318 -0.07332 -0.99910
H -5.64784 -1.93766 0.38601
H -4.22251 -2.89613 2.17024
H -1.97543 -2.02098 2.56031
H -0.70770 0.55722 4.25464
H -1.18055 2.43402 5.74675
H -1.51000 4.70819 4.82603
H -1.28571 5.08284 2.38621
H -0.75554 3.18670 0.88926
```

Its charge is -1. The value obtained for the energy above the lowest of the compared OMol25 structures with the same formula, charge and spin is 13.3 kcal/mol. For the orbital gap, the calculation gives 7.7 eV.



This record from the Open Molecules 2025 dataset describes the ion C3H7N2S with charge +1 at a distorted geometry. The level of theory is the ωB97M-V functional and the def2-TZVPD basis.

Geometry as XYZ:
```
13
Properties=species:S:1:pos:R:3
C -0.94714 -1.33046 0.10093
C 0.38654 0.57155 -0.66119
C 1.30156 1.04101 0.39553
N -1.68501 -0.36510 0.43551
N 0.11368 -0.96895 -0.52992
S -1.33345 1.08277 -0.43833
H -1.19941 -2.25985 0.40580
H 0.56075 0.85375 -1.61891
H 0.71979 1.86466 0.72149
H 2.16488 1.41414 -0.03615
H 1.68357 0.33296 1.12903
H -2.53545 -0.50026 0.94896
H 0.76970 -1.73623 -0.85277
```

Its charge is +1. The SMILES is C[C@H]1[NH+]=CNS1. The value obtained for the energy above the lowest of the compared OMol25 structures with the same formula, charge and spin is 38.5 kcal/mol. For the orbital gap, the calculation gives 10.0 eV.



This record from the Open Molecules 2025 dataset describes a cluster of 2 separate species, C2H3NO2S in total at a distorted geometry. The level of theory is the ωB97M-V functional and the def2-TZVPD basis.

Geometry as XYZ:
```
9
Properties=species:S:1:pos:R:3
C -0.67535 1.81033 -0.94102
C 0.19813 0.94089 -0.44811
N 0.50845 -2.43930 1.08534
O -0.22632 -2.80004 1.92158
O 1.43033 -2.76880 0.41686
S 0.34483 0.65656 1.24139
H -1.20440 1.75954 -1.84074
H -1.04479 2.70713 -0.44049
H 0.66912 0.13369 -0.99482
```

The value obtained for the energy above the lowest of the compared OMol25 structures with the same formula, charge and spin is 149.0 kcal/mol. For the orbital gap (alpha / beta), the calculation gives 8.7 / 6.7 eV.



This record from the Open Molecules 2025 dataset describes the molecule C14H14N6OS2 at a distorted geometry. The level of theory is the ωB97M-V functional and the def2-TZVPD basis.

Geometry as XYZ:
```
37
Properties=species:S:1:pos:R:3
C -0.88376 2.60352 0.25691
H -0.82524 3.48819 -0.37066
H -1.71608 2.71736 0.94832
H 0.03466 2.52293 0.83391
C -1.06232 1.36498 -0.61654
N -1.18686 0.16986 0.17623
C -0.15472 -0.50934 0.75374
N -0.58112 -1.58774 1.35694
N -1.89849 -1.64805 1.17556
C -2.28163 -0.60474 0.48161
C -3.66411 -0.37139 0.10472
C -4.23732 0.89466 -0.00420
C -5.57329 0.98292 -0.36267
N -6.34101 -0.06499 -0.60008
C -5.80347 -1.26762 -0.47248
C -4.48132 -1.48016 -0.12571
H -4.07124 -2.47169 -0.02735
H -6.46987 -2.09845 -0.66209
H -6.05463 1.94728 -0.46258
H -3.68009 1.79192 0.21188
S 1.49208 0.04313 0.68583
C 2.32243 -1.52571 1.12549
C 2.82096 -2.17770 -0.13857
O 2.27688 -3.12952 -0.64380
N 3.92333 -1.63350 -0.75564
C 4.75939 -0.58282 -0.49104
N 5.68776 -0.26804 -1.33022
C 6.42632 0.78038 -0.90061
C 6.06793 1.29467 0.30042
S 4.72699 0.42599 0.94880
H 6.49354 2.11233 0.84386
H 7.22891 1.13343 -1.52116
H 4.16542 -2.10206 -1.62530
H 1.55555 -2.15117 1.58414
H 3.11989 -1.29637 1.82950
H -0.18441 1.24709 -1.26094
H -1.95105 1.45043 -1.24619
```

The SMILES is CCn1c(SCC(=O)Nc2nccs2)nnc1-c1ccncc1. The value obtained for the energy above the lowest of the compared OMol25 structures with the same formula, charge and spin is 5.0 kcal/mol. For the orbital gap, the calculation gives 8.9 eV.



This record from the Open Molecules 2025 dataset describes a structure of composition C15H23ILaN3O9P2 at a distorted geometry. The level of theory is the ωB97M-V functional and the def2-TZVPD basis.

Geometry as XYZ:
```
54
Properties=species:S:1:pos:R:3
C -3.14377 5.31238 -2.66964
C -3.19178 3.88813 -3.00792
H -3.81893 5.84876 -3.34911
H -2.11031 5.68351 -2.81064
H -3.48538 5.45033 -1.62503
O -2.88665 2.76180 -2.84192
I -0.16248 3.96468 0.94903
La 0.24101 1.03910 0.32839
P -2.70820 0.46765 1.08953
C -3.60814 -1.08951 1.34617
C -2.13006 0.69239 2.84201
H -3.01851 0.70626 3.49873
H -4.69048 1.55676 1.99647
H -1.58055 1.64865 2.92444
H -3.72514 2.63297 0.93069
H -2.89649 -1.92346 1.35081
H -1.47292 -0.15604 3.10657
C -4.11323 1.61826 1.06448
H -4.17480 -1.07288 2.29233
H -4.74993 1.34058 0.21674
H -4.29638 -1.22305 0.50099
P 1.59366 1.14010 -2.30221
C 2.12566 -0.31595 -3.24576
C 1.22536 2.40968 -3.55673
H 3.09024 2.79406 -1.31274
H 3.88387 1.81182 -2.60364
H 3.65667 1.13588 -0.93292
C 3.22057 1.77666 -1.71968
H 0.80640 3.28532 -3.04092
H 2.14310 2.70863 -4.08501
H 3.01261 -0.08362 -3.85654
H 1.30358 -0.65941 -3.88834
H 0.48708 2.03019 -4.27292
H 2.37334 -1.12595 -2.54133
C -0.86186 -0.67487 -1.48850
O -1.28193 -1.25144 -2.39208
O 4.72018 -4.98453 2.99914
N 3.50350 -5.19580 2.78787
O 2.97371 -6.30723 2.98989
C 2.70724 -4.09809 2.28889
C 3.33260 -2.84579 2.03022
C 2.55676 -1.72313 1.68763
C 1.12939 -1.88956 1.54907
O 0.30207 -0.88959 1.45945
C 0.59630 -3.20407 1.60857
C 1.31961 -4.26770 2.11623
N -0.80819 -3.39704 1.26237
O -1.42061 -4.27254 1.90791
O -1.33977 -2.72796 0.34120
N 3.20993 -0.50489 1.30745
O 4.43066 -0.48600 1.11631
O 2.49109 0.57226 1.15199
H 4.41504 -2.70210 2.12811
H 0.82526 -5.20460 2.37388
```

Its charge is +2. For the orbital gap, the calculation gives 5.2 eV.